1.
ORCA calculation (ωB97M-V/def2-TZVPD) on a structure of composition C45H117CuN5O17.

Properties
LUMO level (spin up / spin down)	0.01944 / -0.03363	Eh
spin multiplicity	2
energy above the lowest of the compared OMol25 structures with the same formula, charge and spin	2.277	eV
energy	-4977.5789	a.u.

Last column: Löwdin spin population.
Atoms and positions in Å:
1 H 21.173 10.586 -27.850  0.0000
2 H 20.982 5.229 -36.839  -0.0002
3 O 21.404 15.493 -33.907  0.0000
4 C 21.404 13.533 -32.539  0.0000
5 O 19.748 13.488 -28.739  0.0000
6 Cu 19.996 6.532 -33.922  0.2407
7 H 11.916 11.664 -22.761  0.0000
8 H 19.207 12.212 -27.207  0.0000
9 H 12.807 11.985 -26.325  0.0000
10 O 25.428 2.488 -31.380  0.0000
11 O 16.582 3.685 -28.930  0.0000
12 H 17.002 10.774 -29.844  0.0000
13 C 22.051 9.882 -33.780  0.0004
14 C 22.447 8.751 -39.145  0.0000
15 H 24.575 0.824 -30.480  0.0000
16 H 18.380 4.536 -32.032  -0.0001
17 H 24.804 12.231 -30.122  0.0000
18 C 15.675 2.920 -29.746  0.0000
19 H 27.126 3.496 -30.651  0.0000
20 H 15.737 11.489 -34.152  0.0000
21 H 16.936 9.607 -26.982  0.0000
22 H 22.921 0.184 -32.208  0.0000
23 C 14.905 10.095 -26.210  0.0000
24 H 24.773 9.806 -29.564  0.0000
25 C 20.896 3.030 -30.370  -0.0001
26 H 16.633 6.921 -33.089  0.0000
27 C 17.099 3.059 -27.776  0.0000
28 C 11.283 6.382 -29.830  0.0000
29 H 16.486 6.595 -27.522  0.0000
30 C 15.950 9.162 -26.843  0.0000
31 H 23.213 2.991 -31.745  0.0002
32 H 23.651 1.148 -33.392  0.0000
33 H 15.549 6.187 -30.474  0.0000
34 H 23.141 14.724 -32.975  0.0000
35 N 22.566 2.276 -32.045  0.0040
36 H 20.938 14.192 -31.807  0.0000
37 C 18.211 11.678 -33.076  0.0000
38 H 14.759 2.957 -31.654  0.0000
39 H 22.010 12.794 -32.014  0.0000
40 N 14.771 11.382 -26.908  0.0000
41 C 21.768 6.735 -38.060  0.0001
42 H 11.771 11.441 -24.502  0.0000
43 O 17.256 12.653 -33.303  0.0000
44 H 22.260 6.102 -36.095  -0.0006
45 C 20.644 5.025 -26.904  0.0000
46 C 19.679 12.189 -28.190  0.0000
47 O 21.800 5.167 -33.264  0.6182
48 C 12.179 12.092 -23.729  0.0000
49 H 10.473 5.863 -29.319  0.0000
50 H 19.303 3.883 -25.618  0.0000
51 O 20.162 3.365 -31.536  -0.0011
52 C 21.928 1.939 -30.744  0.0002
53 H 19.056 13.059 -31.679  0.0000
54 H 25.070 8.775 -30.897  0.0000
55 H 19.161 9.260 -30.908  0.0007
56 H 15.280 12.731 -24.764  0.0000
57 C 14.194 12.745 -24.852  0.0000
58 C 24.805 1.172 -31.486  0.0001
59 H 20.682 8.865 -32.889  -0.0003
60 C 22.211 14.427 -33.461  0.0000
61 H 21.519 11.564 -29.153  0.0000
62 H 15.012 5.432 -28.985  0.0000
63 C 16.319 12.393 -34.331  0.0000
64 H 19.920 11.503 -31.826  0.0000
65 C 19.046 4.223 -31.228  -0.0006
66 N 20.418 7.089 -36.018  0.0126
67 H 22.862 6.875 -33.226  0.0240
68 C 19.168 8.172 -30.849  0.0031
69 C 20.302 3.825 -26.049  0.0000
70 C 15.002 11.113 -30.685  0.0000
71 H 19.864 1.927 -26.370  0.0000
72 C 19.427 12.306 -32.373  0.0000
73 H 18.886 13.903 -28.666  0.0000
74 O 13.616 11.976 -23.868  0.0000
75 H 24.826 10.686 -32.518  0.0000
76 O 16.014 7.981 -26.002  0.0000
77 H 22.706 6.280 -38.380  0.0000
78 C 21.109 11.633 -28.145  0.0000
79 H 20.252 2.675 -29.566  0.0000
80 C 19.176 7.285 -36.722  0.0009
81 H 20.873 7.975 -36.190  0.0002
82 C 26.705 2.493 -30.703  0.0000
83 N 14.119 4.734 -30.759  0.0000
84 H 26.134 10.953 -31.391  0.0000
85 H 22.562 13.781 -34.266  0.0000
86 H 23.427 4.877 -30.860  0.0000
87 H 17.277 8.185 -36.308  0.0000
88 H 10.968 7.416 -29.968  0.0000
89 H 16.729 12.228 -30.808  0.0000
90 H 22.782 9.745 -38.850  0.0000
91 H 13.860 13.776 -24.734  0.0000
92 O 20.381 2.626 -26.777  0.0000
93 H 11.844 13.124 -23.838  0.0000
94 C 16.706 7.401 -34.065  0.0003
95 C 16.869 6.949 -26.565  0.0000
96 H 14.528 11.250 -27.879  0.0000
97 C 22.028 10.644 -35.092  0.0000
98 H 17.704 10.953 -32.440  0.0000
99 H 14.086 7.646 -28.961  0.0000
100 H 21.274 8.044 -30.333  -0.0001
101 O 22.077 8.139 -37.918  0.0001
102 H 26.553 2.122 -29.690  0.0000
103 H 20.989 3.687 -25.214  0.0000
104 H 22.694 11.506 -35.064  0.0000
105 H 16.810 12.309 -35.301  0.0000
106 C 13.847 12.313 -26.313  0.0000
107 H 21.389 0.992 -30.751  0.0000
108 H 16.157 12.258 -29.185  0.0000
109 H 21.925 10.516 -32.903  0.0000
110 H 22.001 15.748 -35.775  0.0000
111 H 21.625 17.267 -34.891  0.0000
112 H 13.901 9.675 -26.155  0.0000
113 O 19.382 7.508 -32.047  0.0237
114 H 15.644 13.245 -34.419  0.0000
115 H 11.397 5.833 -30.764  0.0000
116 H 20.946 5.884 -26.304  0.0000
117 H 23.747 5.455 -33.516  0.0212
118 H 13.446 7.463 -30.604  0.0000
119 H 18.722 6.340 -37.019  0.0000
120 H 16.990 8.326 -30.787  0.0000
121 H 17.653 6.829 -30.039  0.0000
122 C 23.456 1.127 -32.320  0.0002
123 C 14.674 5.792 -29.957  0.0000
124 C 25.049 10.904 -31.474  0.0000
125 H 16.564 8.467 -33.887  -0.0001
126 H 19.419 5.137 -30.766  -0.0004
127 H 19.072 11.489 -28.764  0.0000
128 O 24.436 12.128 -31.002  0.0000
129 H 24.519 6.213 -31.356  -0.0003
130 H 20.281 6.784 -29.588  0.0000
131 C 24.585 9.715 -30.634  0.0000
132 O 14.070 10.717 -29.693  0.0000
133 O 21.113 8.824 -33.746  -0.0021
134 C 23.497 5.834 -31.377  -0.0005
135 H 17.893 3.661 -27.334  0.0000
136 H 16.238 2.021 -29.996  0.0000
137 H 16.069 4.096 -31.540  0.0000
138 C 15.196 3.718 -31.007  0.0000
139 H 17.739 8.444 -29.282  0.0002
140 O 17.950 7.175 -34.692  0.0006
141 H 23.513 9.526 -30.695  0.0000
142 H 16.275 2.926 -27.075  0.0000
143 H 15.865 6.967 -34.606  0.0002
144 H 13.507 4.333 -30.063  0.0000
145 H 14.672 11.938 -31.316  0.0000
146 H 16.876 6.155 -25.818  0.0000
147 H 22.635 1.842 -29.921  0.0001
148 H 21.489 3.908 -30.112  -0.0001
149 H 21.033 10.979 -35.383  0.0000
150 H 21.613 8.818 -39.844  0.0000
151 H 18.397 3.757 -30.487  0.0000
152 N 20.317 12.904 -33.357  0.0000
153 H 21.423 4.908 -27.657  0.0000
154 H 17.936 7.148 -26.660  0.0000
155 H 15.320 10.214 -25.210  0.0000
156 C 16.304 11.590 -30.033  0.0000
157 H 21.804 12.187 -27.514  0.0000
158 C 17.813 7.892 -30.219  0.0005
159 H 17.529 2.097 -28.056  0.0000
160 H 20.221 8.468 -28.967  -0.0001
161 H 19.349 7.791 -37.672  0.0006
162 H 14.833 2.654 -29.106  0.0000
163 H 22.879 6.573 -30.867  0.0006
164 H 23.057 9.475 -33.680  0.0004
165 H 18.580 11.123 -33.939  0.0000
166 H 21.000 6.594 -38.821  0.0000
167 C 21.346 6.243 -36.673  -0.0011
168 H 13.970 13.161 -26.987  0.0000
169 H 15.507 8.899 -27.804  0.0000
170 H 23.120 16.400 -34.598  0.0000
171 H 19.845 13.556 -33.968  0.0000
172 H 23.219 8.192 -39.673  0.0000
173 C 20.316 7.841 -29.853  0.0000
174 C 13.643 6.943 -29.667  0.0000
175 H 13.274 10.449 -30.156  0.0000
176 H 19.811 5.286 -27.556  0.0000
177 C 18.220 8.054 -35.776  -0.0002
178 H 18.614 9.003 -35.410  0.0000
179 H 25.501 0.443 -31.903  0.0000
180 H 27.432 1.848 -31.197  0.0000
181 H 15.147 10.216 -31.286  0.0000
182 C 22.060 16.270 -34.820  0.0000
183 H 22.291 9.954 -35.895  0.0000
184 C 22.970 5.852 -32.864  0.0540
185 O 12.479 6.407 -29.049  0.0000



2.
ORCA calculation (ωB97M-V/def2-TZVPD) on a cluster of 10 separate species, C45H117N13O17 in total.

Properties
LUMO level	0.00795	Eh
SMILES string	COCCNCCOC.COCCNCCOC.COCCNCCOC.COCCNCCOC.COCCNCCOC.COCCNCCOC.COCCNCCOC.NC(N)=O.NC(N)=O.NC(N)=O
energy above the lowest of the compared OMol25 structures with the same formula, charge and spin	9.186	eV
energy	-3775.1095	a.u.

Last column: Mulliken charge in e.
Atoms and positions in Å:
1 N -7.557 2.991 -5.746  -0.3718
2 H -6.299 -7.140 -1.099  0.4009
3 H -4.697 -12.719 2.618  0.2307
4 O -7.624 1.430 1.661  -0.7061
5 H -7.642 4.542 -7.424  0.1563
6 C -0.392 -6.731 -9.000  -0.7459
7 H -9.723 -4.007 -7.847  0.2695
8 H -6.774 12.601 4.577  0.2704
9 C -5.359 -7.231 -0.554  -0.7282
10 H 13.031 -2.714 13.923  0.2685
11 O 3.344 7.773 -1.878  -0.2294
12 H 1.523 3.793 1.454  0.5058
13 H -0.073 3.166 -1.944  0.2399
14 H -7.606 2.290 -5.022  0.2108
15 O -4.133 8.324 2.862  -0.2922
16 H 4.102 5.580 -3.544  0.2190
17 C -5.051 -5.887 0.165  -0.6019
18 C -6.364 -10.505 1.089  -0.5288
19 O -3.661 -5.911 0.558  -0.2991
20 C 10.521 -3.691 12.056  -0.5574
21 H 11.384 -4.312 8.145  0.3449
22 H -7.360 2.780 -6.714  0.1617
23 H 5.036 5.859 -1.356  0.3508
24 H 7.876 -2.201 6.478  0.2497
25 C -4.846 8.290 1.588  -0.7999
26 H -2.728 2.082 -2.620  0.3068
27 O 9.601 -2.616 7.452  -0.3105
28 H -6.721 1.462 -0.357  0.2344
29 H -0.898 3.202 1.746  0.2605
30 H 1.965 8.248 6.509  0.2050
31 H -4.783 -8.119 1.021  0.2276
32 H 5.190 4.160 -5.597  0.3461
33 H -3.283 -3.892 1.288  0.2935
34 O 11.413 -2.831 12.804  -0.3200
35 C -1.639 2.069 -2.657  -0.8030
36 H 11.987 -4.727 10.640  0.3594
37 H -8.940 -3.723 -9.347  0.3115
38 C 11.082 -4.120 10.667  -0.6168
39 H -5.270 -9.938 -0.767  0.3495
40 C 5.255 3.518 -4.718  -0.7315
41 C -3.329 -4.942 1.574  -0.7667
42 O -5.163 11.383 5.367  -0.4048
43 O 2.922 7.919 4.317  -0.7100
44 H 9.339 -1.893 5.575  0.3063
45 C -2.708 -4.020 -7.958  -0.5758
46 H 1.195 8.425 2.831  0.1774
47 C -6.462 1.707 1.445  0.6707
48 H 5.204 -4.983 -1.028  0.3151
49 H 6.781 4.546 -3.656  0.3539
50 H -6.920 -9.926 1.826  0.3252
51 O -7.617 -4.083 -7.752  -0.3050
52 H 5.529 3.966 -2.590  0.3298
53 H 2.076 -4.888 -1.704  0.2135
54 H -5.396 7.007 3.853  0.4360
55 H 10.218 -4.572 12.621  0.3869
56 H -5.368 -3.129 -7.501  0.2392
57 C -1.721 -0.207 -2.130  -0.8374
58 H -0.996 -0.912 -1.722  0.2942
59 H 3.943 1.431 -5.948  0.3203
60 C -4.802 10.956 6.678  -0.4602
61 C 8.885 -1.797 6.561  -0.7588
62 H -0.735 1.546 -0.288  0.2701
63 H 8.716 -0.744 6.785  0.3021
64 H 3.203 1.711 0.301  0.2872
65 H 2.261 -7.476 -2.186  0.3628
66 H -1.690 3.881 -1.703  0.3605
67 N -4.012 -4.386 -8.524  -0.3016
68 H -5.505 7.449 1.372  0.2975
69 C -6.512 11.992 5.442  -0.7730
70 C 1.886 -7.129 -3.148  -0.6074
71 H 0.854 -6.963 -2.840  0.3707
72 H -9.075 -5.365 -8.689  0.2971
73 H -5.602 10.330 7.073  0.3426
74 H 4.999 8.391 -3.127  0.3844
75 H 2.312 -5.277 -4.334  0.2509
76 H -3.907 -5.318 -8.898  0.2706
77 C -0.477 3.358 0.753  -0.8384
78 H -2.376 -5.227 2.021  0.2647
79 C 1.115 -9.214 -4.029  -0.7749
80 C 3.509 -3.556 -2.644  -0.7778
81 N 2.848 -4.917 -2.355  -0.2434
82 H -2.529 -4.476 -6.984  0.3227
83 H 0.324 8.421 5.870  0.1302
84 N -5.634 1.953 2.406  -0.3962
85 H -6.959 -9.412 -0.626  0.3919
86 H -5.345 -5.030 -0.440  0.4374
87 C -5.106 8.051 3.974  -0.5470
88 C -1.089 2.978 -1.597  -0.4069
89 H 0.253 -6.530 -8.145  0.2753
90 H -6.439 -5.435 -8.921  0.3337
91 H -7.235 11.213 5.679  0.3131
92 H 10.216 -2.642 9.670  0.3341
93 H 1.481 -9.982 -4.711  0.2570
94 H -4.671 11.829 7.316  0.4641
95 N 5.093 5.776 -3.513  -0.4014
96 C 4.713 7.828 -2.238  -0.6818
97 H -4.594 -7.642 -1.214  0.3585
98 H 4.754 -3.809 -4.426  0.3101
99 H 3.729 -6.101 -3.836  0.2423
100 O 1.895 -8.063 -4.183  -0.3247
101 O 3.991 2.942 -4.467  -0.2001
102 C 5.395 6.416 -2.221  -0.6599
103 H -5.108 2.241 0.275  0.1908
104 H -6.438 -3.874 -9.513  0.3843
105 C -5.511 -12.451 1.944  -0.7190
106 H 3.115 9.572 -2.914  0.3225
107 H -7.191 -11.106 0.712  0.4165
108 H 6.474 6.517 -2.107  0.4243
109 C 4.789 -3.573 -3.363  -0.4781
110 H 3.136 9.747 -1.159  0.3060
111 H 2.725 -3.016 -3.175  0.4292
112 N -5.632 -8.233 0.486  -0.2937
113 C -7.525 4.263 -5.411  0.6651
114 H -0.441 -7.815 -9.102  0.2510
115 H -0.146 8.513 4.005  0.1412
116 N -3.468 9.385 5.328  -0.2984
117 H 0.170 -6.342 -9.849  0.3268
118 H 0.085 -9.048 -4.345  0.2962
119 N -7.633 4.995 -6.521  -0.4018
120 H 3.177 2.314 1.954  0.3045
121 H -2.481 -2.954 -7.950  0.3614
122 H -5.478 -13.249 1.202  0.2683
123 H -4.028 -4.962 2.410  0.3239
124 O -7.544 4.743 -4.297  -0.6386
125 H 9.627 -3.090 11.889  0.2710
126 O -1.620 -6.099 -8.675  -0.3117
127 H -5.314 9.272 1.653  0.3229
128 H 1.371 3.422 -0.325  0.2043
129 C 11.637 -3.315 8.504  -0.6820
130 H 3.412 2.911 -6.539  0.3232
131 C 11.009 -2.254 7.520  -0.7041
132 C 2.794 9.114 -1.978  -0.7815
133 H -2.740 10.828 6.730  0.3830
134 H -1.858 -4.336 -9.885  0.3285
135 H -4.644 1.991 2.212  0.1572
136 H 6.683 -5.581 -1.630  0.2295
137 C -6.459 -4.406 -8.562  -0.5717
138 H -6.028 1.807 3.325  0.2184
139 H 2.332 2.000 -5.505  0.2218
140 H -0.896 4.334 0.507  0.4229
141 H -6.520 12.731 6.244  0.3134
142 H -4.779 7.929 6.159  0.3750
143 H 11.391 -2.258 6.499  0.5209
144 H 5.159 -2.548 -3.400  0.3695
145 H -2.422 -0.014 -1.317  0.3079
146 C 12.385 -3.506 13.544  -0.7326
147 H -3.491 9.400 7.512  0.3932
148 H 1.706 9.093 -2.044  0.2533
149 H 10.340 -4.684 10.102  0.4311
150 O -5.249 -11.125 1.522  -0.3136
151 H 12.116 -4.184 14.354  0.2865
152 C -4.223 8.100 5.237  -0.6745
153 H 5.942 2.718 -4.995  0.4551
154 H 5.207 8.401 -1.453  0.4161
155 C -6.019 -9.533 -0.086  -0.7112
156 H -0.730 -4.166 -8.580  0.4280
157 N 1.304 8.212 5.745  -0.3118
158 N 0.816 8.324 3.762  -0.3435
159 C 6.087 -4.670 -1.587  -0.6886
160 C 1.748 8.065 4.602  0.7081
161 N 11.164 -2.922 9.879  -0.4297
162 C -1.639 -4.689 -8.878  -0.6228
163 C -3.520 10.071 6.653  -0.9426
164 N -5.984 1.738 0.276  -0.3703
165 C 3.370 2.304 -5.635  -0.7875
166 H -3.468 7.314 5.246  0.3498
167 H -5.171 -4.845 -6.838  0.3248
168 H 1.090 -9.605 -3.012  0.3242
169 H -1.202 2.518 -3.549  0.3826
170 O -0.930 0.859 -2.595  -0.2615
171 H -7.496 5.988 -6.400  0.2182
172 H -5.628 -5.735 1.078  0.3319
173 C 1.018 3.209 0.684  -0.2699
174 H 11.120 -1.274 7.985  0.3367
175 O 1.222 1.863 1.087  -0.3522
176 H -6.478 -12.434 2.446  0.3419
177 C -5.210 -4.188 -7.707  -0.5338
178 H -2.342 -0.740 -2.850  0.3254
179 H 12.722 -3.299 8.614  0.4258
180 H 13.036 -4.007 12.828  0.2878
181 C -8.866 -4.324 -8.441  -0.7551
182 N -1.179 2.449 -0.205  -0.2145
183 H -6.042 8.607 4.022  0.3514
184 H 2.727 0.639 1.582  0.2703
185 C 2.657 1.673 1.243  -0.7587
186 H -4.133 8.425 0.775  0.2411
187 C 5.701 4.438 -3.558  -0.5533
188 H 3.554 -3.066 -1.672  0.3759
189 O 5.812 -4.459 -2.941  -0.3617
190 C 2.710 -5.881 -3.519  -0.3735
191 H -3.951 10.119 4.831  0.3425
192 H 6.657 -3.806 -1.247  0.2828